# 1
C2H3N2O5S2 | ωB97M-V/def2-TZVPD

**E_LUMO**: 3.31 eV
**HOMO**: -5.038 eV
**Electronic energy**: -1360.0676 Eh

Structure (ORCA input):
```
! wB97M-V def2-TZVPD RIJCOSX def2/J DEFGRID3
* xyz -1 1
C -2.135 -1.441 -0.973
C 0.653 -0.013 -0.059
N -1.672 -1.907 0.164
N -2.156 -0.016 -0.973
O -2.495 -2.051 -1.943
O -3.107 -0.841 1.922
O -0.920 -1.721 2.417
O -1.223 0.524 1.315
O -0.958 2.120 -0.415
S -1.777 -1.110 1.438
S -0.829 0.706 -0.149
H 0.499 -0.999 0.553
H 1.188 0.122 -1.000
H -2.372 0.355 -1.829
*
```

# 2
C22H37ClP2W | ωB97M-V/def2-TZVPD

**E_LUMO (alpha / beta)**: -7.41 / -7.83 eV
**HOMO (alpha / beta)**: -13.405 / -13.766 eV
**⟨S²⟩**: 2.332
**Electronic energy**: -2069.5086 Eh

Structure (ORCA input):
```
! wB97M-V def2-TZVPD RIJCOSX def2/J DEFGRID3
* xyz 2 3
P -1.112 2.257 -1.202
P 2.361 -0.448 -1.861
C 0.303 2.902 -2.282
C 1.067 1.658 -2.587
H 0.893 3.756 -1.847
H -0.176 3.350 -3.157
H 0.647 1.022 -3.461
H 2.173 1.779 -2.598
C 3.854 0.517 -1.491
H 4.468 0.090 -0.679
H 3.552 1.528 -1.186
H 4.438 0.571 -2.421
C 2.806 -1.742 -3.034
H 3.433 -1.256 -3.797
H 1.876 -2.111 -3.492
H 3.334 -2.602 -2.567
C -1.394 3.744 -0.238
H -2.052 3.436 0.577
H -1.883 4.480 -0.894
H -0.435 4.133 0.127
C -2.578 1.957 -2.258
H -2.465 0.978 -2.766
H -2.799 2.775 -2.954
H -3.406 1.886 -1.532
W 0.081 0.108 -1.631
C 0.878 0.746 -5.485
C 1.573 1.802 -4.994
C 1.350 3.243 -5.260
C -0.131 3.741 -5.477
C -1.225 3.022 -4.773
C -1.784 1.831 -5.127
C -1.497 1.031 -6.355
C -0.007 0.866 -6.683
C -1.858 0.564 -0.074
H 1.119 -0.287 -5.187
H 2.577 1.645 -4.599
H 1.923 3.485 -6.171
H 1.808 3.846 -4.451
H -0.166 4.787 -5.139
H -0.332 3.779 -6.557
H -1.888 3.690 -4.155
H -2.830 1.673 -4.816
H -2.021 1.472 -7.215
H -1.949 0.039 -6.206
H 0.104 -0.044 -7.292
H 0.333 1.699 -7.324
H -1.747 -0.546 -0.214
H -2.920 0.710 -0.317
H -1.688 0.864 0.998
Cl -0.294 -2.354 -0.844
C 0.290 -2.283 0.846
C 0.080 -3.283 1.808
C 0.500 -3.045 3.128
C 1.028 -1.805 3.506
C 1.151 -0.800 2.574
C 0.803 -1.069 1.244
C 1.029 0.106 0.350
H -0.427 -4.192 1.512
H 0.408 -3.830 3.867
H 1.321 -1.625 4.525
H 1.421 0.221 2.868
H 0.608 0.986 0.872
H 2.108 0.342 0.309
*
```

# 3
C3H9NO2 | ωB97M-V/def2-TZVPD

**E_LUMO**: 0.85 eV
**Structure (SMILES)**: CC(=O)O.CN
**HOMO**: -9.100 eV
**Electronic energy**: -324.9398 Eh

Structure (ORCA input):
```
! wB97M-V def2-TZVPD RIJCOSX def2/J DEFGRID3
* xyz 0 1
C -1.212 2.722 -0.290
C -1.019 1.244 -0.348
O -0.005 0.877 -1.203
O -1.619 0.423 0.290
H -0.465 3.094 0.426
H -2.150 2.928 0.188
H -1.086 3.183 -1.254
C 1.330 -1.690 0.923
N 1.000 -2.477 -0.275
H 1.320 -3.431 -0.274
H -0.004 -2.426 -0.388
H -0.297 -0.018 -1.467
H 0.914 -0.697 0.773
H 2.405 -1.615 1.076
H 0.889 -2.117 1.824
*
```

# 4
C8H19N2Si | ωB97M-V/def2-TZVPD

**E_LUMO**: -3.93 eV
**HOMO**: -10.087 eV
**Electronic energy**: -714.8030 Eh

Structure (ORCA input):
```
! wB97M-V def2-TZVPD RIJCOSX def2/J DEFGRID3
* xyz 1 1
C 2.654 -0.858 -0.589
C 2.853 0.439 -1.044
C 1.023 0.345 0.422
C 1.193 -2.325 0.725
C 2.513 2.291 0.479
C -1.490 -0.004 -1.804
C -3.213 1.436 0.803
C -2.949 -1.710 0.616
N 1.542 -1.003 0.121
N 1.895 1.287 -0.383
Si -2.236 -0.037 0.008
H 3.261 -1.665 -0.956
H 3.448 0.661 -1.880
H 1.060 0.665 1.415
H 1.918 -3.068 0.153
H 1.395 -2.232 1.763
H 0.174 -2.602 0.480
H 3.077 2.986 -0.091
H 1.752 2.752 1.062
H 3.295 1.863 1.140
H -0.409 -0.019 -1.945
H -1.930 -0.723 -2.500
H -1.977 0.936 -2.246
H -2.789 2.322 1.119
H -4.170 1.642 0.353
H -3.659 1.062 1.810
H -2.862 -2.351 -0.311
H -2.607 -2.289 1.487
H -3.971 -1.430 0.801
H 1.210 1.627 -1.008
*
```

# 5
C3H15N2O2 | ωB97M-V/def2-TZVPD

**E_LUMO (alpha / beta)**: 0.73 / 0.49 eV
**HOMO (alpha / beta)**: -2.675 / -9.588 eV
**⟨S²⟩**: 0.751
**Electronic energy**: -383.1463 Eh

Structure (ORCA input):
```
! wB97M-V def2-TZVPD RIJCOSX def2/J DEFGRID3
* xyz 0 2
C 0.169 0.286 0.251
C -1.040 1.182 0.018
C -2.102 1.191 1.142
N -3.049 0.111 0.918
N -0.199 -1.129 -0.059
H 0.607 0.362 1.241
H 0.989 0.619 -0.398
H -1.437 0.778 -0.915
H -0.699 2.217 -0.092
H -1.596 0.934 2.075
H -2.434 2.239 1.206
H -3.370 -0.107 -0.015
H -3.866 0.261 1.505
H -0.401 -1.159 -1.096
H 0.578 -1.825 -0.074
H -0.951 -1.427 0.575
H 2.798 -2.298 0.489
H 2.970 -1.583 -0.694
O 2.358 -2.296 -0.399
H 3.148 0.600 -2.562
H 4.199 0.692 -1.479
O 3.329 0.352 -1.638
*
```

# 6
C42H85N3O30 | ωB97M-V/def2-TZVPD

**E_LUMO**: 0.37 eV
**HOMO**: -9.561 eV
**Electronic energy**: -4072.4899 Eh

Structure (ORCA input):
```
! wB97M-V def2-TZVPD RIJCOSX def2/J DEFGRID3
* xyz 0 1
C -3.554 -0.589 -2.840
O -3.529 -1.662 -3.740
C -4.328 -2.762 -3.437
C -4.243 -3.944 -4.540
O -2.893 -4.406 -4.662
C -2.635 -5.594 -5.449
C -2.644 -5.364 -7.048
O -2.816 -6.449 -7.967
C -1.924 -7.418 -7.598
H -2.920 0.248 -3.132
H -3.153 -0.921 -1.882
H -4.574 -0.231 -2.701
H -5.300 -2.275 -3.517
H -4.166 -3.087 -2.409
H -4.688 -3.557 -5.456
H -4.991 -4.700 -4.302
H -3.291 -6.400 -5.121
H -1.600 -5.891 -5.283
H -1.693 -4.845 -7.174
H -3.497 -4.696 -7.167
H -0.934 -6.973 -7.494
H -1.978 -8.227 -8.326
H -2.337 -7.735 -6.641
C -1.440 3.328 -0.980
O -1.692 2.919 -2.315
C -0.785 3.483 -3.229
C -1.143 3.196 -4.695
O -0.234 3.919 -5.532
C -0.477 3.801 -6.931
C 0.562 2.934 -7.613
O 1.611 3.771 -8.070
C 2.497 2.881 -8.746
H -1.550 4.413 -0.994
H -0.534 2.959 -0.499
H -2.315 3.005 -0.417
H 0.232 3.160 -3.006
H -0.904 4.565 -3.170
H -2.132 3.610 -4.889
H -1.191 2.126 -4.900
H -0.412 4.759 -7.448
H -1.492 3.431 -7.080
H 0.137 2.319 -8.406
H 0.958 2.179 -6.934
H 2.049 2.179 -9.449
H 3.108 2.393 -7.986
H 3.121 3.459 -9.427
C -1.521 3.826 3.180
O -1.643 4.429 1.955
C -1.670 5.766 1.991
O -1.697 6.535 2.973
O -1.623 6.120 0.734
C -2.078 7.416 0.302
H -0.512 3.800 3.593
H -1.805 2.809 2.910
H -2.321 4.170 3.836
H -1.591 8.238 0.826
H -3.125 7.534 0.580
H -1.921 7.569 -0.766
C 1.615 6.832 1.713
O 1.744 5.399 1.503
C 2.037 4.854 0.270
O 2.383 5.480 -0.687
O 2.027 3.609 0.404
C 2.245 2.801 -0.746
H 0.544 7.035 1.687
H 2.042 7.380 0.874
H 2.110 7.132 2.637
H 3.308 2.728 -0.977
H 1.626 3.025 -1.615
H 1.799 1.830 -0.532
C 2.095 0.600 6.873
O 3.138 -0.355 6.794
C 4.120 -0.311 7.720
O 4.354 0.593 8.488
O 4.728 -1.530 7.660
C 5.712 -1.950 8.546
H 1.539 0.580 7.810
H 1.425 0.500 6.019
H 2.524 1.602 6.842
H 6.475 -2.542 8.041
H 5.197 -2.660 9.194
H 6.258 -1.135 9.021
C 4.015 1.183 -3.584
O 2.601 0.922 -3.425
C 1.966 0.106 -4.302
O 2.474 -0.452 -5.263
O 0.591 0.059 -3.894
C -0.380 -0.679 -4.649
H 4.412 1.059 -4.591
H 4.579 0.529 -2.919
H 4.173 2.236 -3.352
H -1.368 -0.250 -4.480
H -0.288 -1.750 -4.465
H -0.379 -0.412 -5.706
C 1.992 -7.115 -6.242
O 1.309 -6.042 -5.607
C 1.038 -6.052 -4.326
O 1.124 -6.961 -3.511
O 0.525 -4.854 -4.085
C 0.016 -4.479 -2.826
H 2.689 -7.604 -5.561
H 2.478 -6.679 -7.115
H 1.276 -7.845 -6.619
H 0.646 -4.752 -1.980
H -1.044 -4.588 -2.596
H 0.160 -3.414 -3.008
C -0.069 0.261 3.590
O -0.565 0.410 2.246
C 0.032 -0.309 1.284
O 0.824 -1.209 1.427
O -0.578 0.205 0.110
C -0.078 -0.407 -1.088
H 0.953 0.611 3.446
H -0.015 -0.781 3.906
H -0.700 0.794 4.301
H -0.355 0.210 -1.943
H -0.421 -1.436 -1.199
H 1.003 -0.328 -0.976
C 2.665 3.682 4.440
O 1.953 4.292 5.521
C 0.807 3.775 5.956
O 0.345 2.687 5.594
O 0.343 4.649 6.938
C -0.802 4.264 7.694
H 2.766 2.601 4.342
H 3.622 4.200 4.368
H 2.180 3.984 3.512
H -1.363 5.144 8.009
H -0.538 3.591 8.510
H -1.590 3.827 7.081
C 0.390 -3.780 7.928
O 0.319 -2.368 7.812
C -1.006 -1.877 7.902
O -1.980 -2.513 8.373
O -0.946 -0.639 7.403
C -2.050 0.232 7.390
H 0.321 -4.226 6.936
H -0.363 -4.193 8.599
H 1.288 -3.972 8.515
H -3.009 0.006 6.925
H -1.578 0.986 6.760
H -2.137 0.565 8.424
C -4.702 -3.365 2.920
C -3.591 -2.452 3.160
N -2.696 -1.709 3.345
H -5.299 -3.077 2.054
H -5.413 -3.327 3.746
H -4.389 -4.399 2.779
C 4.186 -1.525 0.223
C 3.797 -0.376 1.020
N 3.516 0.591 1.646
H 4.494 -2.283 0.943
H 5.098 -1.192 -0.272
H 3.460 -1.810 -0.539
C -0.914 -4.157 4.308
C -1.515 -5.146 3.383
N -2.005 -5.962 2.744
H -0.536 -3.395 3.627
H -0.060 -4.652 4.770
H -1.529 -3.888 5.167
*
```

# 7
C4H9NO | ωB97M-V/def2-TZVPD

**E_LUMO**: 1.11 eV
**HOMO**: -8.467 eV
**Electronic energy**: -287.7266 Eh

Structure (ORCA input):
```
! wB97M-V def2-TZVPD RIJCOSX def2/J DEFGRID3
* xyz 0 1
C 2.104 0.538 -0.207
C 1.312 -0.611 -0.768
C 0.577 -1.404 0.010
C -1.571 0.422 0.605
O -1.492 0.778 -0.684
N -2.838 0.533 0.995
H 2.187 1.392 -0.888
H 3.120 0.184 -0.002
H 1.672 0.883 0.739
H -0.580 0.561 -0.945
H 1.425 -0.834 -1.829
H 0.080 -2.296 -0.361
H 0.411 -1.150 1.052
H -3.600 0.831 0.391
H -3.055 0.272 1.941
*
```

# 8
C4H6N2O3 | ωB97M-V/def2-TZVPD

**E_LUMO**: 0.68 eV
**Structure (SMILES)**: O=[N+]([O-])OC1=NCCC1
**HOMO**: -10.288 eV
**Electronic energy**: -491.0662 Eh

Structure (ORCA input):
```
! wB97M-V def2-TZVPD RIJCOSX def2/J DEFGRID3
* xyz 0 1
C -0.566 0.042 0.462
C 0.423 -1.084 0.309
C 1.718 -0.185 0.229
C 1.153 1.101 -0.387
N -0.196 1.197 0.115
N -2.778 -0.012 -0.165
O -1.811 -0.086 0.990
O -3.750 -0.570 0.073
O -2.385 0.552 -1.086
H 0.437 -1.868 0.935
H 0.380 -1.448 -0.667
H 1.984 0.013 1.227
H 2.518 -0.643 -0.321
H 1.874 2.036 -0.225
H 1.000 0.955 -1.489
*
```

# 9
CH4ClN2O | ωB97M-V/def2-TZVPD

**E_LUMO**: -4.81 eV
**Structure (SMILES)**: N/C(Cl)=[NH+]/O
**HOMO**: -15.137 eV
**Electronic energy**: -685.1065 Eh

Structure (ORCA input):
```
! wB97M-V def2-TZVPD RIJCOSX def2/J DEFGRID3
* xyz 1 1
C -0.312 -0.424 0.141
N 0.366 -1.574 0.042
N 0.255 0.851 -0.045
O -0.594 1.928 0.050
Cl -2.042 -0.563 0.287
H 1.255 -1.544 -0.475
H -0.087 -2.443 0.277
H 1.226 1.114 -0.435
H -0.066 2.655 0.159
*
```

# 10
C9H14O | ωB97M-V/def2-TZVPD

**E_LUMO**: 0.91 eV
**Structure (SMILES)**: Cc1ccccc1.CCO
**HOMO**: -8.793 eV
**Electronic energy**: -426.4800 Eh

Structure (ORCA input):
```
! wB97M-V def2-TZVPD RIJCOSX def2/J DEFGRID3
* xyz 0 1
C 2.100 0.101 -0.897
C 1.026 0.835 2.501
C 0.644 -0.440 2.921
C 1.363 0.952 1.154
C 1.274 -0.071 0.273
C 0.409 -1.510 2.000
C 0.677 -1.263 0.696
H 1.113 1.783 3.095
H 0.600 -0.541 4.046
H 1.739 2.030 0.957
H -0.042 -2.442 2.301
H 3.017 -0.639 -0.858
H 2.417 1.086 -1.019
H 0.660 -2.077 0.003
H 1.651 -0.176 -1.746
C -2.192 -0.344 -2.132
C -1.576 1.022 -1.746
O -2.713 -1.075 -0.968
H -3.109 0.080 -2.758
H -1.607 -1.165 -2.572
H -0.743 0.739 -1.003
H -3.073 -0.313 -0.338
H -2.320 1.664 -1.335
H -1.313 1.764 -2.575
*
```

# 11
C3H4N2O | ωB97M-V/def2-TZVPD

**E_LUMO**: 0.34 eV
**Structure (SMILES)**: C#[N+][O-].C#CN
**HOMO**: -8.945 eV
**Electronic energy**: -301.2499 Eh

Structure (ORCA input):
```
! wB97M-V def2-TZVPD RIJCOSX def2/J DEFGRID3
* xyz 0 1
N 1.704 -0.077 -0.387
C 0.439 -0.562 -0.158
C -0.442 -1.419 -0.090
O -2.346 -0.193 0.325
N -1.753 0.864 0.292
C -0.664 1.339 0.139
H 1.932 0.775 0.106
H 2.424 -0.775 -0.254
H -1.101 -2.256 -0.052
H -0.192 2.304 0.078
*
```